one) Density functional theory data (the ωB97M-V functional and the def2-TZVPD basis) for an isolated molecule of C4H10N2OS.

The geometry in ORCA input format:
```
! RIJCOSX wB97M-V def2-TZVPD def2/J DEFGRID3
* xyz 0 1
N -2.92 -1.71 0.08
C -2.41 -0.81 -0.97
N -1.78 0.41 -0.53
C -0.48 0.55 -0.14
O -0.11 1.59 0.38
C 0.48 -0.59 -0.37
C 1.64 -0.67 0.62
S 2.90 0.64 0.40
H -2.30 -1.70 0.88
H -3.77 -1.34 0.50
H -3.26 -0.61 -1.62
H -1.71 -1.40 -1.55
H -2.41 1.12 -0.18
H -0.02 -1.56 -0.40
H 0.91 -0.54 -1.33
H 2.19 -1.58 0.37
H 1.36 -0.68 1.66
H 2.14 1.64 0.85
*
```

The calculation puts the HOMO energy at -8.8 eV. Its HOMO-LUMO gap is 9.6 eV.

=====

two) Density functional theory data (the ωB97M-V functional and the def2-TZVPD basis) for a structure of composition C4H10N2OS.

The geometry in ORCA input format:
```
! RIJCOSX wB97M-V def2-TZVPD def2/J DEFGRID3
* xyz 0 1
C -0.63 -1.11 2.01
C 0.05 0.53 0.56
C 0.75 -0.33 -0.56
C -0.21 -0.45 -1.80
H 0.44 -1.41 2.21
H -1.11 -1.12 2.97
H -0.95 -2.12 1.34
H 0.90 -1.29 -0.05
H 1.81 -0.04 -0.76
H -0.22 0.50 -2.41
H 0.46 -1.15 -2.50
H -1.76 -0.43 -0.90
H -0.43 2.43 1.04
H 2.38 2.07 -0.53
N -0.72 0.15 1.54
N -0.11 1.93 0.28
O -1.46 -1.01 -1.57
S 0.79 2.85 -0.86
*
```

The calculation puts the HOMO energy at -8.6 eV. Its HOMO-LUMO gap is 8.2 eV.

=====

Here is how they stack up, most stable first: one), two).

=====

one) Density functional theory data (the ωB97M-V functional and the def2-TZVPD basis) for an isolated molecule of C4H10N2OS.

The geometry in ORCA input format:
```
! RIJCOSX wB97M-V def2-TZVPD def2/J DEFGRID3
* xyz 0 1
N -2.57 -0.51 -0.93
C -1.27 -0.03 -0.38
C -0.73 -1.05 0.39
O -1.29 -2.17 0.48
N 0.43 -0.83 1.11
C 1.14 0.41 1.23
C 2.10 0.78 0.07
S 1.54 2.12 -1.05
H -3.32 -0.34 -0.27
H -2.75 -0.10 -1.85
H -2.40 -1.51 -1.09
H -0.78 0.88 -0.72
H 0.71 -1.60 1.69
H 0.50 1.26 1.47
H 1.81 0.28 2.07
H 2.25 -0.10 -0.55
H 3.06 1.10 0.49
H 1.58 1.40 -2.17
*
```

The calculation puts the HOMO energy at -7.1 eV. Its HOMO-LUMO gap is 7.5 eV.

=====

two) Density functional theory data (the ωB97M-V functional and the def2-TZVPD basis) for a cluster of 2 separate species, C4H10N2OS in total.

The geometry in ORCA input format:
```
! RIJCOSX wB97M-V def2-TZVPD def2/J DEFGRID3
* xyz 0 1
C 2.05 0.62 0.09
C 1.06 1.49 -0.15
C 2.04 -0.62 0.81
C 0.38 2.56 -0.56
N -2.43 0.00 -1.01
N -1.75 -2.25 0.02
O -1.39 -0.04 1.27
S -1.28 -0.73 -0.28
H 2.93 0.78 -0.55
H 1.46 -0.62 1.67
H 1.70 -1.49 0.12
H 3.02 -0.86 1.13
H -0.32 2.43 -1.29
H 0.26 3.51 0.08
H -1.56 0.93 1.24
H -2.52 -0.05 -2.01
H -2.57 -2.70 -0.50
H -1.08 -2.96 -0.09
*
```

The calculation puts the HOMO energy at -8.6 eV. Its HOMO-LUMO gap is 9.1 eV.

=====

Here is how they stack up, most stable first: one), two).

=====

one) Density functional theory data (the ωB97M-V functional and the def2-TZVPD basis) for the ion C5H10NS with charge +1.

The geometry in ORCA input format:
```
! RIJCOSX wB97M-V def2-TZVPD def2/J DEFGRID3
* xyz 1 1
C 0.96 0.41 0.21
C 0.91 1.12 -1.12
C 0.29 2.28 -1.33
C -1.26 -2.13 1.48
C 0.02 -1.67 0.77
N -0.15 -0.42 0.35
S 0.06 2.98 -2.93
H 1.82 -0.09 0.62
H 0.71 1.17 0.96
H 1.14 0.55 -1.92
H -0.09 2.80 -0.42
H -1.73 -1.32 2.02
H -1.95 -2.58 0.77
H -1.04 -3.03 2.16
H -0.10 -2.30 -0.18
H 1.12 -1.74 1.18
H -0.69 3.97 -2.64
*
```

The calculation puts the HOMO energy (spin up / spin down) at -12.8 / -12.8 eV. Its HOMO-LUMO gap (spin up / spin down) is 5.3 / 5.3 eV.

=====

two) Density functional theory data (the ωB97M-V functional and the def2-TZVPD basis) for the ion C5H10NS with charge +1.

The geometry in ORCA input format:
```
! RIJCOSX wB97M-V def2-TZVPD def2/J DEFGRID3
* xyz 1 1
C -0.93 2.67 1.12
N -1.09 1.59 0.30
C -0.56 -0.02 0.10
C -0.98 -0.66 -0.98
C -0.60 -2.03 -1.25
S 0.48 -0.47 1.37
C 2.19 -0.47 0.78
H -1.22 3.63 0.66
H -0.56 2.77 2.16
H -1.58 1.93 -0.49
H -1.70 -0.22 -1.57
H -0.27 -1.95 -2.30
H -1.32 -2.82 -1.24
H 0.17 -2.41 -0.70
H 2.51 -1.49 0.62
H 2.92 -0.15 1.59
H 2.53 0.09 -0.17
*
```

The calculation puts the HOMO energy at -13.2 eV. Its HOMO-LUMO gap is 8.0 eV.

=====

Here is how they stack up, most stable first: two), one).

=====

one) Density functional theory data (the ωB97M-V functional and the def2-TZVPD basis) for a structure of composition C3H6N4O.

The geometry in ORCA input format:
```
! RIJCOSX wB97M-V def2-TZVPD def2/J DEFGRID3
* xyz 0 1
C -0.74 0.23 -0.44
C -1.55 -1.08 -0.17
C 0.59 -0.39 -0.07
H -0.57 1.39 1.15
H -1.74 2.30 -0.49
H -0.66 0.72 -1.49
H -2.72 -0.99 -0.23
H 1.94 1.14 0.89
H 2.69 -0.91 0.82
N -1.52 1.18 0.24
N -0.85 -2.10 0.05
N 0.52 -1.60 0.09
N 1.68 0.49 -0.10
O 2.93 -0.37 -0.26
*
```

The calculation puts the HOMO energy at -9.7 eV. Its HOMO-LUMO gap is 9.4 eV.

=====

two) Density functional theory data (the ωB97M-V functional and the def2-TZVPD basis) for an isolated molecule of C3H6N4O.

The geometry in ORCA input format:
```
! RIJCOSX wB97M-V def2-TZVPD def2/J DEFGRID3
* xyz 0 1
H -0.15 -2.27 1.85
N -0.27 -1.18 2.08
C -0.01 -0.33 1.10
N -0.52 0.96 1.21
C -0.65 1.55 0.08
N -0.32 0.55 -0.94
C 0.33 1.04 -2.06
N 0.45 -0.39 -0.12
O 0.76 -1.82 -0.59
H -1.09 2.53 -0.03
H 0.36 0.15 -2.64
H 1.54 1.08 -1.53
H -0.10 2.22 -2.29
H -0.11 -2.28 -0.95
*
```

The calculation puts the HOMO energy at -8.8 eV. Its HOMO-LUMO gap is 8.9 eV.

=====

Here is how they stack up, most stable first: two), one).

=====

one) Density functional theory data (the ωB97M-V functional and the def2-TZVPD basis) for an isolated molecule of C3H6N4O.

The geometry in ORCA input format:
```
! RIJCOSX wB97M-V def2-TZVPD def2/J DEFGRID3
* xyz 0 1
H -1.03 1.63 2.29
N -0.92 0.66 2.12
C -0.52 0.33 0.98
N 0.21 -0.89 0.98
C -0.18 -1.75 -0.12
O -0.50 -1.49 -1.26
N -0.44 0.95 -0.23
N 0.81 0.54 -0.86
C 1.44 1.44 -1.57
H -0.07 -1.36 1.95
H 0.01 -2.81 0.26
H -0.37 2.17 0.09
H 2.18 0.99 -2.20
H 1.26 2.44 -2.11
*
```

The calculation puts the HOMO energy at -9.4 eV. Its HOMO-LUMO gap is 9.8 eV.

=====

two) Density functional theory data (the ωB97M-V functional and the def2-TZVPD basis) for an isolated molecule of C3H6N4O.

The geometry in ORCA input format:
```
! RIJCOSX wB97M-V def2-TZVPD def2/J DEFGRID3
* xyz 0 1
H 2.05 -0.92 1.98
N 2.00 -0.40 1.08
C 0.86 -0.41 0.56
C -0.44 -0.70 0.99
C -1.33 -0.26 0.04
O -2.67 -0.38 -0.18
N -0.64 0.40 -0.99
N 0.75 0.18 -0.76
N 1.51 1.43 -0.75
H -0.71 -1.19 1.93
H -3.14 -0.53 0.65
H -0.75 0.10 -1.97
H 2.34 1.02 -1.14
H 1.75 1.58 0.25
*
```

The calculation puts the HOMO energy at -8.4 eV. Its HOMO-LUMO gap is 8.8 eV.

=====

Here is how they stack up, most stable first: two), one).

=====

one) Density functional theory data (the ωB97M-V functional and the def2-TZVPD basis) for a structure of composition C3H6N4O.

The geometry in ORCA input format:
```
! RIJCOSX wB97M-V def2-TZVPD def2/J DEFGRID3
* xyz 0 1
C -0.11 -0.43 -0.24
C 2.14 -0.42 0.20
C 1.83 0.94 -0.10
H -2.86 0.09 1.08
H -3.21 -0.07 -0.66
H 0.93 -2.36 -0.07
H 3.15 -1.03 0.43
H 2.35 1.83 -0.27
H -1.51 1.27 -0.19
N -2.34 -0.21 -0.06
N -1.22 -1.07 -0.02
N 0.99 -1.27 0.12
N 0.42 0.88 -0.62
O -0.56 1.86 0.40
*
```

The calculation puts the HOMO energy at -8.0 eV. Its HOMO-LUMO gap is 8.3 eV.

=====

two) Density functional theory data (the ωB97M-V functional and the def2-TZVPD basis) for an isolated molecule of C3H6N4O.

The geometry in ORCA input format:
```
! RIJCOSX wB97M-V def2-TZVPD def2/J DEFGRID3
* xyz 0 1
H 2.39 -0.85 -0.34
N 1.66 -1.39 -0.18
C 0.67 -0.76 -0.31
N -0.57 -1.09 -0.30
C -1.58 -0.07 -0.31
N -2.92 -0.11 0.13
H -3.11 -1.12 0.78
O -0.88 0.99 -0.91
N 0.47 0.58 -0.82
C 1.05 1.40 0.42
H -0.88 -2.00 -0.17
H 0.43 0.93 1.30
H 1.16 2.48 0.34
H 2.11 1.01 0.36
*
```

The calculation puts the HOMO energy at -9.6 eV. Its HOMO-LUMO gap is 10.3 eV.

=====

three) Density functional theory data (the ωB97M-V functional and the def2-TZVPD basis) for an isolated molecule of C3H6N4O.

The geometry in ORCA input format:
```
! RIJCOSX wB97M-V def2-TZVPD def2/J DEFGRID3
* xyz 0 1
N 2.78 -0.03 -0.04
N 1.72 -0.98 -0.34
C 0.63 -0.26 0.02
C 0.33 1.08 0.06
C -1.02 1.09 -0.31
N -1.47 -0.20 -0.50
N -2.69 -0.48 0.13
O -0.59 -1.12 -0.09
H 3.55 -0.49 -0.75
H 3.09 -0.19 1.11
H 0.92 1.91 0.40
H -1.87 1.75 -0.69
H -2.85 -1.41 -0.13
H -2.54 -0.66 1.14
*
```

The calculation puts the HOMO energy at -7.9 eV. Its HOMO-LUMO gap is 8.3 eV.

=====

four) Density functional theory data (the ωB97M-V functional and the def2-TZVPD basis) for a structure of composition C3H6N4O.

The geometry in ORCA input format:
```
! RIJCOSX wB97M-V def2-TZVPD def2/J DEFGRID3
* xyz 0 1
C -3.35 -0.73 -0.07
C -1.63 0.21 -0.59
C 0.80 1.36 -0.34
N -2.22 -1.00 -0.66
N -2.25 1.13 0.04
N 0.77 -1.00 -0.25
N 0.42 0.12 -0.92
O -3.47 0.52 0.37
H -4.08 -1.40 0.12
H 0.07 2.15 -0.41
H 1.08 1.34 0.69
H 1.77 1.74 -0.88
H 0.30 -1.72 -0.60
H 0.54 -1.03 0.79
*
```

The calculation puts the HOMO energy at -8.9 eV. Its HOMO-LUMO gap is 9.3 eV.

=====

Here is how they stack up, most stable first: two), four), three), one).